Arrangement one

DFT (ωB97M-V/def2-TZVPD) results for the molecule C4H6S.

ORCA input file:
```
! RIJCOSX wB97M-V def2-TZVPD def2/J DEFGRID3
* xyz 0 1
C -2.153 -0.915 -1.159
C -1.054 -0.785 -0.762
C 0.179 -0.522 0.032
C 0.416 0.968 0.302
S 2.126 1.328 0.967
H -3.066 -1.047 -1.680
H -0.067 -1.072 0.972
H 0.972 -1.050 -0.502
H 0.426 1.547 -0.632
H -0.344 1.292 0.884
H 2.564 0.256 1.578
*
```

Properties
SMILES: C#CCCS

Arrangement two

DFT (ωB97M-V/def2-TZVPD) results for the molecule C4H6S.

ORCA input file:
```
! RIJCOSX wB97M-V def2-TZVPD def2/J DEFGRID3
* xyz 0 1
C -0.119 -0.171 1.110
C 0.283 -0.094 -0.148
C -1.711 1.079 0.491
C 1.441 -0.750 -0.819
S -0.655 1.125 -0.940
H 0.152 -0.972 1.826
H -2.670 0.635 0.528
H -1.966 1.922 1.084
H 1.120 -1.573 -1.638
H 2.115 -1.229 -0.148
H 2.010 0.027 -1.346
*
```

Least stable structure: arrangement two

Arrangement one

DFT (ωB97M-V/def2-TZVPD) results for a 2-piece molecular cluster, CH2N2O2 overall.

ORCA input file:
```
! RIJCOSX wB97M-V def2-TZVPD def2/J DEFGRID3
* xyz 0 1
N -0.672 -0.743 -0.609
N -0.219 -1.782 -0.608
O 0.314 -2.815 -0.724
C 0.080 1.341 0.503
O 1.033 0.708 0.126
H -0.837 1.460 -0.089
H 0.301 1.829 1.402
*
```

Properties
SMILES: N#[N+][O-].C=O

Arrangement two

DFT (ωB97M-V/def2-TZVPD) results for a 2-piece molecular cluster, CH2N2O2 overall.

ORCA input file:
```
! RIJCOSX wB97M-V def2-TZVPD def2/J DEFGRID3
* xyz 0 1
C 0.967 0.370 0.021
N 0.289 0.304 1.225
N 0.180 -0.745 0.153
O 1.778 0.938 -0.609
O -0.894 -1.239 -0.368
H -0.592 0.765 1.273
H -1.728 -0.393 -1.695
*
```

Least stable structure: arrangement two

Arrangement one

DFT (ωB97M-V/def2-TZVPD) results for a 2-piece molecular cluster, CH2ClNO2 overall.

ORCA input file:
```
! RIJCOSX wB97M-V def2-TZVPD def2/J DEFGRID3
* xyz 0 1
O -1.296 -1.075 1.623
N -0.904 -1.417 0.506
C -0.076 -0.521 -0.250
O 0.231 0.143 -1.121
Cl 1.557 -1.580 -0.041
H 0.353 2.336 -0.666
H 0.137 2.113 -0.051
*
```

Properties
SMILES: O=NC(=O)Cl.[H][H]

Arrangement two

DFT (ωB97M-V/def2-TZVPD) results for CH2ClNO2 as an isolated structure.

ORCA input file:
```
! RIJCOSX wB97M-V def2-TZVPD def2/J DEFGRID3
* xyz 0 1
C -0.494 1.184 -0.259
N 0.123 -1.341 0.216
O -0.458 2.276 -0.746
O 0.368 0.273 -0.601
Cl 1.215 -1.375 1.467
H -1.237 0.864 0.499
H 0.483 -1.880 -0.576
*
```

Least stable structure: arrangement one